(1)
# C3H11NO3S

A 3-piece molecular cluster, C3H11NO3S overall at a distorted geometry (the ωB97M-V functional and the def2-TZVPD basis, OMol25).

Properties
- Molar mass: 141.192 g/mol
- Orbital gap (alpha / beta): 10.736 / 4.743 eV
- Energy relative to the best compared isomer or geometry (same formula, charge and spin): 31.3 kcal per mole
- Highest occupied orbital energy (alpha / beta): -14.6 / -13.6 eV

Geometry as ORCA input:
```
! RIJCOSX wB97M-V def2-TZVPD def2/J DEFGRID3
* xyz 1 2
O 2.14492 -0.15552 1.00703
C 1.01459 0.21279 1.06447
C -0.20482 -0.60422 0.63393
C -0.88134 0.22898 -0.45579
S -2.35765 -0.51732 -1.19088
N -1.06837 -0.74258 1.77412
H 0.79752 1.23427 1.42205
H 0.11768 -1.58493 0.26149
H -0.99387 1.29396 -0.16659
H -0.19341 0.23613 -1.30381
H -2.50793 0.20764 -2.40248
H -1.19871 0.03149 2.42658
H -1.19335 -1.65669 2.18152
H 1.85844 -1.77952 -2.48722
H 2.16683 -1.66895 -0.89588
O 1.51956 -1.60222 -1.61002
H 1.28265 2.43507 0.62928
H 2.51963 3.16897 0.11964
O 1.67494 3.31605 0.56231
*
```

---

(2)
# C3H11NO4

A 4-piece molecular cluster, C3H11NO4 overall at a distorted geometry (the ωB97M-V functional and the def2-TZVPD basis, OMol25).

Properties
- Molar mass: 125.124 g/mol
- Orbital gap: 5.999 eV
- Energy relative to the best compared isomer or geometry (same formula, charge and spin): 163.5 kcal per mole
- Highest occupied orbital energy: -7.8 eV

Geometry as ORCA input:
```
! RIJCOSX wB97M-V def2-TZVPD def2/J DEFGRID3
* xyz 0 1
C 1.55784 0.61103 -2.42416
N 0.43659 0.51303 -1.39714
C 0.25473 -0.65293 -0.68592
C 0.60980 -0.57844 0.68625
O 0.53737 -1.77094 1.32724
O 0.74956 0.47130 1.29853
H 1.89831 1.62034 -2.61096
H 1.12469 0.24676 -3.36696
H 2.37941 -0.07988 -2.23580
H 0.82709 1.12592 -0.62472
H 2.19904 1.01079 -0.57792
H 0.22192 -1.63473 -1.13612
H 0.65754 -1.54533 2.25943
H -2.96501 0.87427 0.03963
H -1.45054 0.49406 0.14647
O -2.34786 0.20205 0.34476
H -2.31640 -0.06122 2.21848
H -2.46517 -0.34383 3.75348
O -1.90891 -0.50225 2.98541
*
```

---

(3)
# C3H11NO4

A 3-piece molecular cluster, C3H11NO4 overall at a distorted geometry (the ωB97M-V functional and the def2-TZVPD basis, OMol25).

Properties
- Molar mass: 125.124 g/mol
- Orbital gap: 4.751 eV
- Energy relative to the best compared isomer or geometry (same formula, charge and spin): 181.1 kcal per mole
- Highest occupied orbital energy: -9.3 eV

Geometry as ORCA input:
```
! RIJCOSX wB97M-V def2-TZVPD def2/J DEFGRID3
* xyz 0 1
O -2.46047 -0.24851 1.73154
C -2.10591 -0.37187 0.53067
O -2.85971 0.37592 -0.41392
C -0.50470 -0.07906 0.21314
C -0.06311 -0.55474 -1.17994
N -0.24845 1.26647 0.51570
H -3.44087 0.89216 0.17884
H -0.06051 -0.63174 1.05009
H -0.92936 -0.38719 -1.85226
H 0.81087 -0.04357 -1.55604
H 0.10474 -1.62970 -1.15247
H -0.72124 1.95919 -0.04772
H 0.80108 1.43659 0.47018
H -2.22766 -1.42657 0.17390
H 3.00963 1.73557 -0.12432
O 2.30513 1.08856 -0.25136
H 3.39049 -1.72895 0.77408
H 2.65265 -0.34519 0.32586
O 2.54742 -1.30737 0.61402
*
```

---

(4)
# C3H11NO4S

A 3-piece molecular cluster, C3H11NO4S overall at a distorted geometry (the ωB97M-V functional and the def2-TZVPD basis, OMol25).

Properties
- Molar mass: 157.191 g/mol
- SMILES string: O=C(O)NCCS.O.O
- Orbital gap: 10.017 eV
- Energy relative to the best compared isomer or geometry (same formula, charge and spin): 7.1 kcal per mole
- Highest occupied orbital energy: -9.6 eV

Geometry as ORCA input:
```
! RIJCOSX wB97M-V def2-TZVPD def2/J DEFGRID3
* xyz 0 1
C -0.41065 1.16814 0.41607
C -1.50607 2.15628 -0.11417
S -2.92615 1.09536 -0.52047
N 0.13546 0.44625 -0.74767
C 1.49667 0.45704 -0.90785
O 1.74093 -0.25834 -2.07737
O 2.31574 0.62527 -0.04395
H -0.86182 0.44167 1.11202
H 0.41127 1.66076 0.91939
H -1.61368 2.80209 0.76369
H -1.14284 2.79204 -0.91844
H -3.24449 1.68827 -1.68874
H -0.38818 0.07342 -1.52141
H 2.61506 -0.07734 -2.41373
H 0.01312 -3.51243 0.04822
H 0.00620 -3.48995 1.54196
O -0.50346 -3.81789 0.78057
H 1.22187 -0.98322 1.14494
H 1.45341 -1.48042 2.54059
O 1.18763 -1.78701 1.68634
*
```

---

(5)
# C3H11NOP

An isolated ion of composition C3H11NOP and charge +1 at a distorted geometry (the ωB97M-V functional and the def2-TZVPD basis, OMol25).

Properties
- Molar mass: 108.101 g/mol
- SMILES string: C[C@H](CO)[NH2+]P
- Orbital gap: 11.274 eV
- Energy relative to the best compared isomer or geometry (same formula, charge and spin): 68.6 kcal per mole
- Highest occupied orbital energy: -15.2 eV

Geometry as ORCA input:
```
! RIJCOSX wB97M-V def2-TZVPD def2/J DEFGRID3
* xyz 1 1
C -0.01485 1.65143 -0.50301
C 0.37849 0.68907 0.57969
C 1.47778 -0.17670 -0.01996
N -0.87916 -0.24733 0.87121
O 0.82731 -1.10490 -0.85913
P -2.25241 -0.65473 -0.45813
H -0.94685 2.14818 -0.10846
H -0.23161 1.03816 -1.38381
H 0.72267 2.43878 -0.58796
H 0.73682 0.87227 1.62676
H 2.09264 0.46066 -0.65120
H -1.19183 -0.09411 1.77655
H -0.36047 -1.15994 0.77413
H -2.59687 -1.78406 0.47578
H 1.49574 -1.74073 -1.14466
H -1.35753 -1.56593 -1.10529
H 2.10013 -0.77013 0.71750
*
```

---

(6)
# C3H11NOS

A 2-piece molecular cluster, C3H11NOS overall at a distorted geometry (the ωB97M-V functional and the def2-TZVPD basis, OMol25).

Properties
- Molar mass: 109.194 g/mol
- Orbital gap (alpha / beta): 9.835 / 4.986 eV
- Energy relative to the best compared isomer or geometry (same formula, charge and spin): 13.1 kcal per mole
- Highest occupied orbital energy (alpha / beta): -13.4 / -13.4 eV

Geometry as ORCA input:
```
! RIJCOSX wB97M-V def2-TZVPD def2/J DEFGRID3
* xyz 1 2
C -1.14144 -0.99718 1.29379
S 0.61443 -1.11947 1.75685
C 1.39444 -1.49974 0.20522
H -1.24482 -1.01002 0.21223
H -1.39454 0.00939 1.65307
H -1.82995 -1.66304 1.80668
H 2.34471 -0.97114 0.15348
H 1.58893 -2.57944 0.27678
H 0.87632 -1.31982 -0.73296
N -1.00510 0.50113 -1.78414
C -0.38532 1.53105 -1.02076
O -0.08942 2.73173 -1.75760
H -1.67755 0.88876 -2.43280
H -0.32651 -0.06166 -2.28562
H -1.00663 1.89278 -0.19840
H 0.58720 1.27943 -0.57693
H 0.16345 2.50736 -2.64193
*
```

---

(7)
# C3H11NOS2

A 2-piece molecular cluster, C3H11NOS2 overall at a distorted geometry (the ωB97M-V functional and the def2-TZVPD basis, OMol25).

Properties
- Molar mass: 141.261 g/mol
- SMILES string: NCCCSS.O
- Orbital gap: 8.534 eV
- Energy relative to the best compared isomer or geometry (same formula, charge and spin): 11.7 kcal per mole
- Highest occupied orbital energy: -8.0 eV

Geometry as ORCA input:
```
! RIJCOSX wB97M-V def2-TZVPD def2/J DEFGRID3
* xyz 0 1
S -0.47663 1.50238 -2.47667
S -0.17451 2.05552 -0.48428
C 0.51429 0.55053 0.21278
C -0.38527 -0.12562 1.24933
C -1.78920 -0.40564 0.79385
N -1.75352 -1.10163 -0.52188
H -0.65320 2.77689 -2.84403
H 1.46279 0.71152 0.72787
H 0.77505 -0.11206 -0.60910
H -0.36018 0.42299 2.19318
H 0.12435 -1.04408 1.55015
H -2.31692 0.53246 0.60481
H -2.33166 -1.01128 1.52349
H -2.67445 -1.45265 -0.74736
H -1.18404 -1.92398 -0.39574
H 4.39547 -0.20594 -0.59063
H 2.98181 -0.61849 -0.30812
O 3.84582 -0.55092 0.12235
*
```

---

(8)
# C3H11NOS2

A 3-piece molecular cluster, C3H11NOS2 overall at a distorted geometry (the ωB97M-V functional and the def2-TZVPD basis, OMol25).

Properties
- Molar mass: 141.261 g/mol
- Orbital gap: 5.865 eV
- Energy relative to the best compared isomer or geometry (same formula, charge and spin): 91.1 kcal per mole
- Highest occupied orbital energy: -9.2 eV

Geometry as ORCA input:
```
! RIJCOSX wB97M-V def2-TZVPD def2/J DEFGRID3
* xyz 0 1
S 3.58264 -0.12318 -0.43198
S -3.02496 -0.92031 0.43526
C -2.21438 0.28714 -0.64359
C -0.91459 0.82838 -0.06697
N 0.06151 -0.23785 0.16838
C 0.64773 -0.75783 -1.03765
H -1.96373 -1.73474 0.45751
H -2.07457 -0.01835 -1.67858
H -2.90835 1.12269 -0.70131
H -1.13498 1.13264 0.95475
H -0.50326 1.62999 -0.68878
H 0.74105 0.11016 0.83452
H 0.25881 -0.24916 -1.92123
H 0.58960 -1.83865 -1.16313
H 1.76081 -0.52912 -1.03770
H 2.25794 0.10146 2.87415
H 2.75716 0.47662 1.48954
O 2.08157 0.72011 2.15680
*
```

---

(9)
# C3H11NOS2

A 2-piece molecular cluster, C3H11NOS2 overall at a distorted geometry (the ωB97M-V functional and the def2-TZVPD basis, OMol25).

Properties
- Molar mass: 141.261 g/mol
- SMILES string: C[C@@H](N)CSS.O
- Orbital gap: 9.226 eV
- Energy relative to the best compared isomer or geometry (same formula, charge and spin): 33.7 kcal per mole
- Highest occupied orbital energy: -8.9 eV

Geometry as ORCA input:
```
! RIJCOSX wB97M-V def2-TZVPD def2/J DEFGRID3
* xyz 0 1
N 1.01619 0.59401 0.73091
C -0.29175 1.15229 0.46056
C -0.99512 1.21170 1.77682
C -0.91073 0.75526 -0.84399
S 0.35884 0.62677 -2.23493
S -0.02080 -1.33483 -2.97117
H 1.45627 0.53875 -0.12094
H 1.40607 1.13684 1.50704
H -0.13553 2.27094 0.40498
H -0.80960 0.36226 2.41868
H -0.76869 2.04754 2.42725
H -2.09793 1.34967 1.71029
H -1.33809 -0.19723 -0.87893
H -1.69108 1.51004 -1.25799
H 1.23919 -1.66250 -2.55284
H 1.53112 -3.90305 0.33387
H 1.24551 -2.79457 -0.58915
O 0.80611 -3.66389 -0.32045
*
```

---

(10)
# C3H11NOS2

A 2-piece molecular cluster, C3H11NOS2 overall at a distorted geometry (the ωB97M-V functional and the def2-TZVPD basis, OMol25).

Properties
- Molar mass: 141.261 g/mol
- SMILES string: CNCCSS.O
- Orbital gap: 8.999 eV
- Energy relative to the best compared isomer or geometry (same formula, charge and spin): 15.4 kcal per mole
- Highest occupied orbital energy: -8.7 eV

Geometry as ORCA input:
```
! RIJCOSX wB97M-V def2-TZVPD def2/J DEFGRID3
* xyz 0 1
S -1.86226 1.67080 -0.22106
S -1.42221 -0.29743 0.35656
C -0.10446 -0.02690 1.60941
C 1.26572 -0.09169 0.97545
N 1.66593 -1.44723 0.66057
C 2.74063 -1.48267 -0.35604
H -1.72144 2.20111 1.00055
H -0.25264 -0.71592 2.44499
H -0.27743 0.97630 1.99856
H 1.30635 0.63967 0.16034
H 2.01354 0.28116 1.68375
H 0.86729 -1.91287 0.24040
H 3.63671 -1.94143 0.05465
H 2.41772 -2.04438 -1.23755
H 2.98303 -0.48986 -0.73956
H -0.06784 -0.14495 -3.18140
H 0.29083 -0.18522 -1.72202
O 0.58324 0.19723 -2.56020
*
```

---

(11)
# C3H11NP2

C3H11NP2 as an isolated structure at a distorted geometry (the ωB97M-V functional and the def2-TZVPD basis, OMol25).

Properties
- Molar mass: 123.076 g/mol
- Orbital gap (alpha / beta): 6.798 / 6.800 eV
- Energy relative to the best compared isomer or geometry (same formula, charge and spin): 18.0 kcal per mole
- Highest occupied orbital energy (alpha / beta): -6.3 / -6.3 eV

Geometry as ORCA input:
```
! RIJCOSX wB97M-V def2-TZVPD def2/J DEFGRID3
* xyz 0 1
C 2.38822 -0.73720 0.68668
C 0.90520 0.68152 -1.29614
C 1.10055 -0.04994 0.95502
N 0.38377 0.59244 0.05502
P -3.36803 -0.37991 0.21453
P -1.12461 1.32832 0.27869
H 2.29789 -1.46309 -0.12552
H 2.70185 -1.26605 1.58201
H 3.17752 -0.03332 0.41361
H 0.82026 -0.28628 -1.79895
H 0.32070 1.41978 -1.84685
H 1.95515 0.98265 -1.28046
H 0.67549 -0.11370 1.94409
H -4.52762 -1.15522 0.04370
H -3.82532 0.55694 -0.69980
H -2.70598 -1.10205 -0.76667
H -1.17504 1.02509 1.64106
*
```

---

(12)
# C3H11NS

A 2-piece molecular cluster, C3H11NS overall at a distorted geometry (the ωB97M-V functional and the def2-TZVPD basis, OMol25).

Properties
- Molar mass: 93.195 g/mol
- SMILES string: CSC.CN
- Orbital gap: 9.469 eV
- Energy relative to the best compared isomer or geometry (same formula, charge and spin): 20.6 kcal per mole
- Highest occupied orbital energy: -8.6 eV

Geometry as ORCA input:
```
! RIJCOSX wB97M-V def2-TZVPD def2/J DEFGRID3
* xyz 0 1
C 0.17509 4.91305 -1.21523
N 1.20778 5.87019 -0.86838
H -0.68092 5.42251 -1.67485
H 0.58674 4.11695 -1.83099
H -0.24035 4.51185 -0.28482
H 2.02906 5.88132 -1.41969
H 1.34109 6.11531 0.08107
C 0.07128 -1.40783 0.71030
S -0.62157 -2.95243 -0.03369
C -0.35609 -4.01869 1.37838
H 0.17319 -1.45069 1.79357
H 1.07837 -1.11895 0.41515
H -0.65731 -0.63392 0.48912
H -0.69874 -5.01586 1.07038
H -1.00679 -3.85652 2.24139
H 0.68977 -4.05579 1.66222
*
```

---

(13)
# C3H11NS

C3H11NS as an isolated structure at a distorted geometry (the ωB97M-V functional and the def2-TZVPD basis, OMol25).

Properties
- Molar mass: 93.195 g/mol
- Orbital gap (alpha / beta): 11.342 / 7.108 eV
- Energy relative to the best compared isomer or geometry (same formula, charge and spin): 4.3 kcal per mole
- Highest occupied orbital energy (alpha / beta): -14.2 / -13.9 eV

Geometry as ORCA input:
```
! RIJCOSX wB97M-V def2-TZVPD def2/J DEFGRID3
* xyz 1 2
C -0.55030 0.47066 2.93062
S -1.05915 1.17634 1.36936
H -1.39074 -0.10018 3.32514
H 0.31277 -0.15079 2.79489
H -0.32183 1.28407 3.62236
C -0.34502 0.55908 -2.01323
N -0.14741 -0.38062 -0.89760
C 1.21267 -0.96926 -0.86782
H -1.33718 0.99847 -1.93443
H 0.35820 1.38112 -1.94088
H -0.23663 0.08540 -2.99016
H -0.80658 -1.15516 -0.94586
H -0.37767 0.18197 0.12824
H 1.37847 -1.63613 -1.70925
H 1.34635 -1.56723 0.02986
H 1.96406 -0.17773 -0.90124
*
```